1.
Formula: C4H11S
Source: OMol25
Level of theory: ωB97M-V/def2-TZVPD

The geometry in XYZ format:
```
16
Properties=species:S:1:pos:R:3:forces:R:3:mulliken_charge:R:1
C -1.48403 -1.83376 -2.06375 0.7 0.9 0.7 -0.734
S -1.59264 -1.98640 -0.21673 0.1 -0.1 -0.4 -0.774
H -0.90707 -2.61930 -2.55861 -0.5 -0.4 0.0 0.206
H -2.47686 -1.66122 -2.47157 0.0 -0.4 -0.3 0.185
H -0.89147 -0.93982 -2.30990 -0.2 0.1 0.1 0.133
C 2.64782 1.66817 0.21617 -0.1 0.8 -0.3 -1.060
C 1.21499 1.44611 0.70222 0.1 -0.2 -0.2 -0.066
C 0.63179 2.45605 1.68892 -0.2 -0.7 0.2 -1.157
H 2.62791 2.28561 -0.68708 0.1 -0.1 -0.1 0.269
H 3.15793 0.74109 -0.02694 -0.1 -0.2 -0.1 0.316
H 3.28448 2.22270 0.90985 -0.1 -0.1 0.3 0.287
H 1.14996 0.43986 1.11865 -0.1 0.1 0.2 0.265
H 0.55325 1.39373 -0.16323 0.0 0.0 0.0 0.195
H -0.31367 2.01952 2.01966 -0.1 0.2 0.1 0.332
H 1.25766 2.55427 2.57786 0.1 0.1 0.0 0.299
H 0.40455 3.44575 1.29561 0.2 0.0 -0.2 0.305
```
Forces are in eV/Å.

Its net charge is -1. For the relative energy (zero: lowest compared OMol25 entry of this formula, charge and spin), the calculation gives 82.7 kJ/mol. For the HOMO energy, the calculation gives -2.03 eV. The HOMO-LUMO gap comes out at 5.558 eV.



2.
Formula: C4H11S2
Source: OMol25
Level of theory: ωB97M-V/def2-TZVPD

The geometry in XYZ format:
```
17
Properties=species:S:1:pos:R:3:forces:R:3:mulliken_charge:R:1
C 0.71993 -0.10092 2.77220 0.0 -1.0 -1.2 -0.599
S 2.27620 -0.03842 1.78813 0.2 0.9 0.9 -0.175
C 1.69784 -0.04715 0.09316 0.4 -1.6 -0.3 -0.614
H 0.14350 0.81982 2.73215 0.3 0.2 0.3 0.204
H 0.96552 -0.46259 3.76968 0.1 0.4 0.1 0.310
H 0.09623 -0.87188 2.29331 0.0 0.3 0.1 0.103
H 2.56329 -0.13521 -0.58596 -0.1 0.6 0.4 0.314
H 1.24749 -1.03318 0.01798 -0.6 0.2 -0.4 0.220
H 0.97439 0.68963 -0.22643 0.1 0.3 0.2 0.102
C -0.96058 0.42506 -2.28384 -0.2 -0.8 -0.3 -0.844
C -1.68259 0.01915 -1.00718 -0.2 -0.1 1.5 -0.587
S -1.31895 -1.49932 -0.00032 0.0 -0.3 -0.8 -0.697
H -0.75684 -0.47475 -2.87364 -0.1 0.0 -0.1 0.199
H 0.00134 0.93092 -2.18921 -0.1 0.1 0.3 0.253
H -1.68116 1.04779 -2.82904 0.5 0.1 -0.2 0.319
H -2.75151 -0.04374 -1.24602 0.2 0.2 0.1 0.291
H -1.53410 0.77478 -0.22497 -0.4 0.5 -0.5 0.202
```
Forces are in eV/Å.

Its net charge is -1. For the relative energy (zero: lowest compared OMol25 entry of this formula, charge and spin), the calculation gives 71.5 kJ/mol. For the HOMO energy, the calculation gives -2.39 eV. The HOMO-LUMO gap comes out at 5.747 eV.



3.
Formula: C4H11S2
Source: OMol25
Level of theory: ωB97M-V/def2-TZVPD

The geometry in XYZ format:
```
17
Properties=species:S:1:pos:R:3:forces:R:3:mulliken_charge:R:1
C -1.31098 -2.21165 1.26406 0.5 -0.2 0.6 -0.725
S -0.44511 -3.79740 1.46280 0.1 -0.1 -0.5 -0.122
C 1.17861 -3.30419 0.80941 -0.7 0.3 0.1 -0.781
H -2.36494 -2.45618 1.20727 -0.2 0.2 0.0 0.286
H -0.97476 -1.65874 0.39221 0.0 -0.1 -0.2 0.235
H -1.07609 -1.60724 2.14249 -0.3 0.1 -0.1 0.255
H 1.55352 -2.53093 1.45441 0.5 0.3 0.3 0.279
H 1.84209 -4.15946 0.80407 0.1 -0.1 0.0 0.287
H 1.06254 -2.86266 -0.17798 0.1 -0.2 -0.1 0.268
C 0.20634 3.84402 -1.06700 -0.5 0.5 -0.2 -0.876
C -0.11935 2.36379 -1.30597 -1.0 0.4 -0.4 -0.503
S 1.20728 1.22914 -0.89203 0.1 -0.4 0.1 -0.678
H 1.27676 4.00997 -0.99948 0.1 0.0 0.2 0.252
H -0.30892 4.18780 -0.16480 0.4 0.0 0.3 0.203
H -0.18646 4.52045 -1.84696 0.1 -0.3 -0.1 0.261
H -0.48892 2.24563 -2.33657 0.5 -0.1 -0.1 0.187
H -1.05160 2.18766 -0.74595 0.2 -0.3 0.2 0.170
```
Forces are in eV/Å.

Its net charge is -1. For the relative energy (zero: lowest compared OMol25 entry of this formula, charge and spin), the calculation gives 51.5 kJ/mol. For the HOMO energy, the calculation gives -2.33 eV. The HOMO-LUMO gap comes out at 5.342 eV.



4.
Formula: C4H12
Source: OMol25
Level of theory: ωB97M-V/def2-TZVPD

The geometry in XYZ format:
```
16
Properties=species:S:1:pos:R:3:forces:R:3:lowdin_spin:R:1
C 0.64860 -1.08254 -0.97438 -1.1 1.4 -1.6 0.153
C 1.42861 -1.32892 -2.28456 0.0 0.3 0.5 0.094
H 1.10898 -0.29520 -0.37633 -0.1 -0.2 0.0 0.029
H -0.41400 -0.71153 -1.29788 1.8 -0.8 1.0 0.030
H 0.56782 -1.99217 -0.42139 -0.2 -0.4 0.7 0.030
H 0.98766 -0.68098 -3.03274 0.2 0.1 -0.4 0.014
H 1.25552 -2.35614 -2.55423 0.1 -0.5 -0.5 0.009
H 2.51753 -1.14715 -2.25676 -0.5 -0.1 0.2 0.014
C -0.75965 1.35460 0.92246 -1.8 -2.6 0.1 0.220
C -1.24096 1.17042 2.38070 1.9 -1.9 -0.2 0.201
H 0.24597 0.92557 0.81908 -0.4 -0.1 0.0 0.033
H -1.59906 0.65339 0.45002 2.1 1.4 -0.3 0.046
H -0.66429 2.32079 0.44493 -0.7 0.4 0.2 0.039
H -0.75703 1.88732 3.01906 0.4 -0.1 0.8 0.025
H -1.04662 0.01106 2.66839 -0.1 2.7 -0.4 0.035
H -2.27909 1.27148 2.49363 -1.6 0.4 0.0 0.027
```
Forces are in eV/Å.

Its net charge is -1. For the relative energy (zero: lowest compared OMol25 entry of this formula, charge and spin), the calculation gives 105.2 kJ/mol. The expectation value of S² is 0.75. For the HOMO energy (spin up / spin down), the calculation gives 1.52 / -7.21 eV. Its spin multiplicity is 2. The HOMO-LUMO gap (spin up / spin down) comes out at 2.683 / 11.489 eV.



5.
Formula: C4H12
Source: OMol25
Level of theory: ωB97M-V/def2-TZVPD

The geometry in XYZ format:
```
16
Properties=species:S:1:pos:R:3:forces:R:3:lowdin_spin:R:1
C -0.78194 0.56357 2.68479 -1.5 -1.1 -0.3 0.121
C -1.14367 -0.29881 1.40547 -1.0 2.9 0.0 0.149
H 0.10234 0.22039 3.20844 -0.1 -0.6 0.4 0.019
H -0.43759 1.58219 2.38452 -1.1 -0.5 0.1 0.030
H -1.75495 0.48538 3.32435 2.0 0.8 -0.6 0.013
H -1.31696 -1.33806 1.40379 0.9 -1.6 0.8 0.029
H -0.46318 0.01081 0.60326 -0.6 -0.4 0.2 0.012
H -2.21863 -0.03552 1.15791 1.1 0.5 -0.3 0.027
C 0.77161 0.37956 -2.55776 2.8 1.4 2.3 0.175
C 1.02056 -0.59859 -1.36530 5.5 -0.6 -4.8 0.229
H 0.50028 1.43230 -2.33613 -0.2 -0.7 0.4 0.028
H 1.80717 0.48929 -2.93622 -0.3 0.1 -0.3 0.026
H 0.22731 0.07225 -3.37296 -1.7 -1.2 -1.5 0.020
H 2.02367 -0.39003 -0.85351 -1.9 0.3 0.0 0.053
H 1.38360 -1.59260 -1.90144 -0.6 1.6 0.6 0.050
H 0.28038 -0.98211 -0.84919 -3.6 -1.0 3.0 0.018
```
Forces are in eV/Å.

Its net charge is -1. For the relative energy (zero: lowest compared OMol25 entry of this formula, charge and spin), the calculation gives 161.4 kJ/mol. The expectation value of S² is 0.75. For the HOMO energy (spin up / spin down), the calculation gives 1.51 / -7.25 eV. Its spin multiplicity is 2. The HOMO-LUMO gap (spin up / spin down) comes out at 2.755 / 11.618 eV.



6.
Formula: C4H12
Source: OMol25
Level of theory: ωB97M-V/def2-TZVPD

The geometry in XYZ format:
```
16
Properties=species:S:1:pos:R:3:forces:R:3:lowdin_spin:R:1
C 1.06843 1.52619 -0.48432 -1.5 -0.8 1.1 0.264
C 2.06812 0.35941 -0.74265 1.3 -0.2 1.2 0.203
H 0.68440 1.63568 0.74972 0.7 -0.7 -3.6 0.071
H 1.64881 2.35628 -0.52720 1.6 3.0 -0.3 0.047
H 0.27124 1.73117 -1.36867 1.3 -1.0 2.3 0.069
H 1.97092 -0.33371 0.07101 -0.7 -1.1 0.3 0.031
H 3.22122 0.37457 -0.68838 -1.5 1.6 0.0 0.027
H 1.97496 -0.13318 -1.67415 -0.8 -0.7 -1.0 0.028
C -1.65105 -1.57565 0.13822 -3.2 1.9 0.5 0.072
C -1.50685 -0.24582 0.92777 -1.4 -2.1 2.2 0.100
H -2.18575 -2.30793 0.71301 -0.4 -0.4 0.5 0.006
H -2.23800 -1.48954 -0.77390 -0.2 0.4 -0.2 0.013
H -0.81809 -2.05256 -0.17452 3.3 -1.0 -0.7 0.012
H -0.50774 0.04521 1.03388 1.2 0.8 -0.4 0.020
H -1.78499 -0.44648 2.00569 0.4 -0.3 -0.7 0.015
H -2.21562 0.55638 0.79449 0.1 0.4 -1.2 0.021
```
Forces are in eV/Å.

Its net charge is -1. For the relative energy (zero: lowest compared OMol25 entry of this formula, charge and spin), the calculation gives 221.9 kJ/mol. The expectation value of S² is 0.75. For the HOMO energy (spin up / spin down), the calculation gives 1.53 / -6.73 eV. Its spin multiplicity is 2. The HOMO-LUMO gap (spin up / spin down) comes out at 2.795 / 10.952 eV.